The following is a quantum chemistry calculation of a structure of composition C4H8O3, from OMol25.

XYZ file:
```
15
Properties=species:S:1:pos:R:3
C -1.79124 0.83716 -0.56559
C -0.42537 0.47529 -0.76021
O 0.20118 1.48944 0.57068
C 0.00140 -0.92864 -0.43805
O 1.42756 -1.10076 -0.35552
C 1.98306 -1.00046 0.84950
O 1.41258 -0.71496 1.87610
H -2.24924 1.50138 -1.29303
H -0.97213 1.56056 0.47373
H -2.45208 0.08373 -0.13697
H 0.14550 0.94523 -1.55857
H 0.43860 0.92753 1.33657
H -0.30852 -1.57158 -1.26617
H -0.46701 -1.27932 0.48569
H 3.05572 -1.22461 0.78184
```

net charge	0
energy relative to the best compared isomer or geometry (same formula, charge and spin)	374.2	kJ/mol
LUMO	0.824	eV
orbital gap	9.174	eV

Löwdin atomic charge list, values in e, 8 entries: C -0.11; C -0.24; O -0.09; C -0.14; O -0.01; C -0.33; O 0.05; H 0.05